Record 1
# C45H118HgN10O15

C45H118HgN10O15 as an isolated structure (ωB97M-V with the def2-TZVPD basis set, OMol25).

```
! wB97M-V def2-TZVPD RIJCOSX def2/J DEFGRID3
* xyz 0 1
Hg 4.95 6.95 25.15
C 2.82 8.49 24.95
O 2.09 9.36 24.42
O 3.06 8.27 26.19
O 3.39 7.65 24.04
C 4.35 3.99 23.02
O 4.71 3.93 24.40
C 3.89 3.15 25.27
C 4.39 3.36 26.67
N 4.31 4.70 27.24
C 4.61 4.84 28.66
C 4.60 6.25 29.24
O 5.80 6.91 28.84
C 5.70 8.31 29.09
H 3.54 3.41 22.58
H 5.13 3.59 22.37
H 4.25 5.00 22.67
H 3.83 2.11 24.93
H 2.87 3.59 25.12
H 5.41 3.06 26.77
H 3.82 2.67 27.24
H 3.44 5.12 27.06
H 5.52 4.28 28.92
H 3.91 4.32 29.27
H 4.47 6.06 30.31
H 3.76 6.85 28.78
H 4.95 8.81 28.47
H 6.62 8.87 28.98
H 5.32 8.49 30.17
C -4.36 10.80 28.39
O -3.47 11.80 28.80
C -2.51 11.38 29.72
C -1.69 12.58 30.30
N -0.75 13.06 29.37
C -0.12 14.28 29.68
C 0.48 14.96 28.47
O 1.02 16.23 28.88
C 0.09 17.22 29.03
H -4.92 11.17 27.54
H -5.09 10.46 29.10
H -3.80 9.88 28.08
H -1.81 10.65 29.27
H -3.06 10.85 30.54
H -1.35 12.24 31.25
H -2.41 13.38 30.54
H -0.11 12.31 29.00
H 0.63 14.08 30.41
H -0.91 15.00 30.02
H -0.20 15.26 27.67
H 1.36 14.37 28.11
H -0.27 17.70 28.14
H 0.77 17.91 29.55
H -0.65 16.93 29.85
C 1.05 10.30 21.38
C 2.59 10.45 21.25
C 3.17 11.56 22.14
O 4.48 11.83 21.70
C 5.16 12.89 22.31
N 3.21 9.17 21.43
H 0.79 9.43 20.78
H 0.48 11.17 20.98
H 0.78 10.24 22.45
H 2.78 10.74 20.19
H 3.09 11.26 23.18
H 2.51 12.50 22.14
H 6.21 12.74 22.12
H 5.10 13.00 23.42
H 4.88 13.87 21.85
H 4.20 9.31 21.55
H 2.82 8.86 22.33
C -5.04 7.81 21.38
C -4.05 8.31 22.43
C -4.19 7.63 23.77
O -4.16 6.23 23.54
C -4.19 5.51 24.79
N -2.72 8.28 21.86
H -4.52 7.14 20.71
H -5.30 8.61 20.74
H -5.96 7.46 21.78
H -4.32 9.35 22.56
H -5.16 8.04 24.19
H -3.43 7.99 24.50
H -4.00 6.05 25.68
H -3.46 4.71 24.78
H -5.24 5.02 24.90
H -2.53 7.33 21.58
H -2.10 8.58 22.63
C -0.71 9.45 26.46
C -1.48 10.40 25.49
C -0.96 11.77 25.77
O -1.43 12.66 24.73
C -0.44 13.53 24.29
N -1.14 9.95 24.10
H 0.34 9.42 26.18
H -1.15 8.48 26.41
H -0.79 9.86 27.51
H -2.58 10.28 25.43
H 0.12 11.68 25.68
H -1.34 12.15 26.72
H 0.34 13.03 23.74
H 0.12 14.11 25.07
H -0.87 14.12 23.49
H -1.55 10.62 23.41
H -0.13 10.05 23.97
C -0.51 4.48 23.80
C 0.38 5.73 23.77
C 0.79 6.39 22.43
O 1.61 5.49 21.65
C 1.75 5.97 20.34
N -0.39 6.68 24.55
H -0.35 3.92 22.93
H -1.55 4.76 23.67
H -0.44 3.87 24.73
H 1.27 5.55 24.42
H 1.20 7.40 22.68
H -0.18 6.60 21.90
H 2.26 5.20 19.74
H 2.34 6.90 20.32
H 0.79 6.24 19.85
H -1.19 7.02 24.04
H 0.15 7.55 24.60
C 9.00 6.57 26.84
C 7.92 6.57 25.73
C 8.14 5.66 24.54
O 8.39 4.37 25.14
C 8.43 3.30 24.15
N 6.60 6.18 26.28
H 9.97 6.56 26.37
H 8.98 5.76 27.58
H 9.06 7.49 27.34
H 7.73 7.64 25.39
H 9.02 5.96 23.98
H 7.29 5.55 23.79
H 7.50 2.73 24.03
H 9.34 2.70 24.27
H 8.68 3.77 23.17
H 6.51 6.47 27.27
H 6.51 5.22 26.19
C 6.77 8.92 20.89
C 6.79 8.60 22.41
C 6.36 9.77 23.27
O 6.39 9.30 24.65
C 5.77 10.29 25.60
N 6.08 7.38 22.76
H 7.52 9.67 20.67
H 5.77 9.20 20.57
H 7.02 7.96 20.32
H 7.81 8.37 22.72
H 5.47 10.18 22.95
H 7.08 10.56 23.20
H 4.66 10.20 25.70
H 6.14 11.28 25.36
H 6.12 10.09 26.56
H 5.07 7.47 22.52
H 6.38 6.67 22.11
C -0.18 6.56 28.94
C 0.98 5.70 28.32
C 0.53 4.23 28.05
O 0.26 3.51 29.23
C 0.12 2.13 28.91
N 1.47 6.16 27.03
H -1.14 6.41 28.38
H 0.08 7.68 29.02
H -0.37 6.20 29.93
H 1.85 5.74 29.06
H 1.44 3.69 27.55
H -0.33 4.05 27.40
H -0.94 1.97 28.65
H 0.30 1.58 29.80
H 0.78 1.76 28.09
H 0.69 6.24 26.37
H 1.87 7.06 27.18
C 3.20 12.52 27.05
C 2.92 11.52 28.14
C 3.21 12.04 29.52
O 4.58 12.40 29.51
C 4.91 13.03 30.77
N 1.54 10.98 28.08
H 2.77 13.53 27.19
H 2.79 12.19 26.07
H 4.32 12.65 26.93
H 3.64 10.70 27.95
H 3.00 11.19 30.22
H 2.62 13.02 29.72
H 4.65 14.00 30.77
H 6.02 13.04 30.69
H 4.47 12.50 31.58
H 1.53 10.03 28.45
H 1.50 10.65 27.07
*
```

For the HOMO energy, the calculation gives -8.021 eV. Its molar mass is 1240.1 g mol⁻¹. The calculated total energy is -98357.8345 eV. The value obtained for the gap between HOMO and LUMO is 0.30747 Eh.

Record 2
# C45H123N15O15

A 12-piece molecular cluster, C45H123N15O15 overall (ωB97M-V with the def2-TZVPD basis set, OMol25).

```
! wB97M-V def2-TZVPD RIJCOSX def2/J DEFGRID3
* xyz 0 1
C -1.15 7.67 8.20
O -0.87 7.80 6.80
C -2.01 8.29 5.99
C -1.50 8.65 4.58
C -1.28 7.47 3.61
N -0.35 9.49 4.48
H -2.23 7.60 8.36
H -0.85 8.60 8.68
H -0.82 6.78 8.73
H -2.65 7.40 5.97
H -2.38 9.14 6.57
H -2.18 9.28 4.01
H -0.79 6.74 4.25
H -0.61 7.77 2.80
H -2.22 6.98 3.37
H -0.61 10.13 5.21
H 0.45 8.99 4.83
C 2.01 -4.96 -7.14
O 1.19 -4.81 -6.00
C 1.43 -3.56 -5.23
C 0.44 -3.50 -4.03
C -1.12 -3.49 -4.33
N 0.73 -2.43 -3.06
H 2.99 -4.49 -7.05
H 1.36 -4.61 -7.94
H 2.11 -6.04 -7.26
H 2.49 -3.59 -4.95
H 1.23 -2.65 -5.80
H 0.51 -4.49 -3.57
H -1.47 -2.48 -4.52
H -1.74 -3.94 -3.55
H -1.26 -4.11 -5.22
H 0.17 -2.63 -2.24
H 1.69 -2.64 -2.82
C 3.91 -0.71 9.32
O 4.69 -1.22 8.30
C 6.02 -1.28 8.73
C 6.86 -2.06 7.64
C 8.49 -1.90 7.76
N 6.51 -1.66 6.33
H 3.74 -1.39 10.15
H 2.95 -0.57 8.82
H 4.18 0.30 9.66
H 6.49 -0.30 8.82
H 6.24 -1.78 9.68
H 6.53 -3.09 7.78
H 9.05 -2.30 6.92
H 8.93 -2.33 8.67
H 8.75 -0.86 7.95
H 6.99 -0.79 6.12
H 5.56 -1.42 6.54
C -3.20 -7.10 9.80
O -3.18 -8.41 10.17
C -4.28 -8.68 11.10
C -4.43 -10.28 11.38
C -3.12 -11.00 11.74
N -4.93 -11.01 10.13
H -4.11 -6.83 9.26
H -2.41 -7.05 9.05
H -3.11 -6.38 10.62
H -3.80 -8.28 11.99
H -5.17 -8.06 10.98
H -5.19 -10.50 12.13
H -3.29 -12.07 11.86
H -2.66 -10.70 12.68
H -2.44 -10.90 10.89
H -4.22 -11.06 9.43
H -5.57 -10.41 9.63
C 5.49 3.06 2.93
O 6.77 2.87 3.50
C 7.00 3.80 4.52
C 8.51 3.67 4.92
C 8.87 4.01 6.36
N 9.46 4.20 3.96
H 4.66 2.97 3.64
H 5.30 2.30 2.17
H 5.30 4.08 2.60
H 6.81 4.82 4.17
H 6.35 3.55 5.35
H 8.67 2.60 4.84
H 8.22 3.64 7.16
H 8.81 5.09 6.38
H 9.91 3.74 6.55
H 10.36 4.14 4.41
H 9.28 5.15 3.67
C -9.39 -2.10 8.67
O -9.95 -1.83 7.33
C -9.37 -0.60 6.86
C -9.95 -0.27 5.49
C -11.43 0.05 5.37
N -9.62 -1.36 4.56
H -10.13 -1.77 9.39
H -8.48 -1.59 9.00
H -9.30 -3.17 8.79
H -9.61 0.18 7.58
H -8.29 -0.77 6.80
H -9.50 0.65 5.12
H -11.55 0.52 4.39
H -11.69 0.88 6.03
H -12.06 -0.80 5.65
H -10.21 -1.37 3.74
H -9.94 -2.18 5.06
C -0.58 -0.27 1.94
O -1.53 0.19 0.94
C -2.26 1.39 1.28
C -3.06 1.78 -0.05
N -2.26 2.09 -1.24
C -3.15 2.68 -2.36
C -2.28 2.95 -3.65
O -2.02 4.32 -3.86
C -1.58 4.55 -5.19
H -1.20 -0.46 2.82
H 0.25 0.43 2.06
H -0.18 -1.21 1.55
H -1.56 2.16 1.61
H -2.84 1.17 2.17
H -3.74 2.60 0.17
H -3.76 0.99 -0.36
H -1.64 1.33 -1.48
H -3.59 3.64 -2.09
H -4.02 2.07 -2.59
H -2.87 2.53 -4.46
H -1.32 2.44 -3.64
H -1.18 5.56 -5.10
H -2.47 4.60 -5.82
H -0.77 3.95 -5.57
C -2.98 5.50 -14.65
O -2.50 6.77 -14.45
C -3.30 7.84 -14.85
C -3.30 8.08 -16.45
N -2.10 8.52 -17.23
C -0.95 7.71 -16.89
C 0.28 7.81 -17.74
O 0.15 6.74 -18.70
C -0.50 7.00 -19.90
H -2.39 4.60 -14.49
H -3.36 5.48 -15.67
H -3.90 5.35 -14.08
H -2.89 8.75 -14.42
H -4.28 7.80 -14.38
H -3.95 8.95 -16.50
H -3.86 7.33 -17.01
H -2.27 8.73 -18.21
H -1.36 6.71 -17.02
H -0.75 8.04 -15.87
H 1.16 7.62 -17.12
H 0.32 8.82 -18.17
H -0.17 7.92 -20.37
H -1.55 7.06 -19.62
H -0.35 6.16 -20.59
C 2.98 -9.80 4.46
O 3.08 -9.91 3.03
C 3.35 -8.77 2.29
C 2.83 -8.97 0.83
N 3.61 -9.95 -0.01
C 4.93 -9.60 -0.38
C 5.34 -10.40 -1.67
O 6.23 -9.61 -2.43
C 6.13 -9.71 -3.81
H 3.66 -9.18 5.06
H 2.74 -10.73 4.96
H 2.02 -9.28 4.54
H 4.35 -8.35 2.19
H 2.78 -8.01 2.82
H 2.77 -8.01 0.30
H 1.83 -9.38 0.94
H 3.84 -10.77 0.54
H 5.52 -9.75 0.53
H 4.90 -8.54 -0.62
H 4.46 -10.67 -2.26
H 5.99 -11.25 -1.46
H 6.34 -10.71 -4.21
H 6.89 -9.07 -4.27
H 5.11 -9.49 -4.12
N 2.65 5.81 -4.05
C 2.87 6.95 -3.51
N 1.77 7.76 -3.69
O 4.01 7.23 -3.17
H 3.50 5.26 -4.15
H 1.76 5.55 -4.43
H 0.86 7.35 -3.84
H 1.89 8.65 -3.22
N -5.63 -6.50 4.22
C -4.63 -5.71 3.92
N -5.03 -4.49 3.70
O -3.48 -6.10 3.80
H -5.27 -7.43 4.40
H -6.61 -6.32 4.07
H -4.39 -3.84 3.27
H -5.98 -4.14 3.75
N 2.47 5.87 -11.99
C 3.47 6.58 -11.75
N 3.10 7.42 -10.79
O 4.57 6.46 -12.18
H 2.61 5.01 -12.50
H 1.52 6.10 -11.75
H 3.80 7.86 -10.20
H 2.11 7.39 -10.60
*
```

For the HOMO energy, the calculation gives -8.381 eV. Its molar mass is 1114.6 g mol⁻¹. The SMILES is COC[C@H](C)N.COC[C@H](C)N.COC[C@H](C)N.COC[C@H](C)N.COC[C@H](C)N.COC[C@H](C)N.COCCNCCOC.COCCNCCOC.COCCNCCOC.NC(N)=O.NC(N)=O.NC(N)=O. The calculated total energy is -101708.8500 eV. The value obtained for the gap between HOMO and LUMO is 0.31842 Eh. Its relative energy (zero: lowest compared OMol25 entry of this formula, charge and spin) is 230.0 kcal per mole.

Record 3
# C45H25N9O2PbS4

C45H25N9O2PbS4 as an isolated structure (ωB97M-V with the def2-TZVPD basis set, OMol25).

```
! wB97M-V def2-TZVPD RIJCOSX def2/J DEFGRID3
* xyz 0 1
Pb 0.36 -0.91 0.30
C -5.40 -2.78 -2.68
C -4.51 -2.99 -3.79
C -3.17 -2.80 -3.60
C -2.60 -2.47 -2.40
C -1.17 -2.20 -1.98
N -1.33 -1.59 -0.63
C -2.54 -1.81 -0.14
N -2.95 -1.47 1.07
C -2.21 -1.07 2.16
C -2.70 -0.65 3.48
C -3.94 -0.59 4.01
C -4.11 0.08 5.25
C -3.00 0.46 5.96
C -1.71 0.45 5.39
C -1.59 -0.14 4.16
C -0.39 -0.23 3.34
N 0.83 0.02 3.59
C 1.89 0.02 2.72
N 1.99 -0.34 1.46
C 3.21 -0.45 1.03
N 3.65 -1.10 -0.10
C 2.96 -1.50 -1.14
N 1.61 -1.63 -1.21
C 1.11 -2.05 -2.40
N -0.17 -2.24 -2.81
C 2.26 -2.21 -3.23
C 2.33 -2.75 -4.52
C 3.59 -2.85 -5.11
C 4.71 -2.51 -4.36
C 4.71 -1.87 -3.10
C 3.38 -1.85 -2.44
C 4.07 0.02 2.19
C 5.37 0.42 2.25
C 5.85 1.01 3.35
C 4.98 1.33 4.43
C 3.69 0.94 4.31
C 3.13 0.30 3.20
N -0.85 -0.86 2.14
C -3.40 -2.31 -1.29
C -4.76 -2.45 -1.48
H -6.45 -2.91 -2.69
H -4.79 -3.17 -4.82
H -2.39 -2.75 -4.38
H -4.88 -0.83 3.57
H -5.15 0.35 5.56
H -3.15 0.94 6.94
H -0.88 0.90 5.89
H 1.41 -3.13 -4.98
H 3.74 -3.14 -6.19
H 5.68 -2.53 -4.81
H 5.54 -1.49 -2.50
H 6.07 0.34 1.34
H 6.88 1.27 3.24
H 5.48 1.78 5.28
H 3.10 1.44 5.06
H -5.47 -2.38 -0.66
O -1.02 -4.68 0.18
S 0.40 -4.37 0.52
N 0.74 -3.01 0.95
O 0.46 1.08 -0.34
C -0.34 2.19 -0.75
C -1.79 1.83 -0.78
C -2.51 0.94 -1.55
C -3.87 0.85 -1.34
C -4.21 1.60 -0.29
S -2.92 2.60 0.33
C -0.11 3.32 0.26
C 0.31 3.13 1.60
C 0.50 4.43 2.25
C 0.39 5.46 1.36
S -0.13 4.98 -0.17
C 0.21 2.53 -2.14
C -0.20 3.48 -3.02
C 0.68 3.56 -4.15
C 1.81 2.84 -3.98
S 1.74 1.84 -2.56
H -2.01 0.47 -2.42
H -4.55 0.24 -1.95
H -5.11 1.41 0.27
H 0.28 2.27 2.18
H 0.76 4.54 3.26
H 0.59 6.46 1.63
H -1.11 4.06 -2.85
H 0.49 4.18 -4.98
H 2.57 2.68 -4.73
*
```

For the HOMO energy (alpha / beta), the calculation gives -6.913 / -6.910 eV. Its molar mass is 1059.2 g mol⁻¹. The calculated total energy is -113159.3123 eV. The value obtained for the gap between HOMO and LUMO (alpha / beta) is 0.17143 / 0.17130 Eh. Its relative energy (zero: lowest compared OMol25 entry of this formula, charge and spin) is 94.4 kcal per mole.